Entry 1:
A molecular structure, C45H39F4N11NiO4 in a non-equilibrium geometry, computed with ωB97M-V/def2-TZVPD.

Properties
* HOMO (alpha / beta): -3.048 / -5.886 eV
* energy relative to the best compared isomer or geometry (same formula, charge and spin): 149.6 kJ/mol
* charge: 0
* LUMO level (alpha / beta): -0.56 / -0.56 eV
* multiplicity: 3
* orbital gap (alpha / beta): 2.5 / 5.3 eV
* ⟨S²⟩: 2.035

Cartesian coordinates (Å):
Ni1 -0.288 -0.590 1.199
F1 -2.212 1.966 -5.630
F2 -0.025 2.450 -0.281
F3 0.444 2.458 -2.381
F4 1.884 1.677 -0.981
O1 -2.205 0.154 0.880
O2 3.256 -4.805 4.030
O3 -2.728 1.709 2.502
O4 -4.435 0.908 -1.212
N1 3.731 -6.973 3.941
N2 -1.873 -3.096 4.107
N3 1.384 0.040 2.173
N4 -2.800 -2.137 4.110
N5 -2.951 4.502 -0.709
N6 -1.788 5.010 -5.458
N7 -1.192 -1.681 2.574
N8 -0.872 6.499 -7.403
N9 3.414 0.244 2.876
N10 2.707 1.307 3.452
N11 4.932 -6.259 3.674
C1 -2.674 4.996 -6.678
C2 1.514 1.178 2.946
C3 7.431 -2.705 2.872
C4 -3.598 1.794 -1.043
C5 -2.472 4.781 -3.148
C6 -1.658 -4.104 5.215
C7 1.402 -6.280 4.599
C8 -0.904 -2.217 -1.893
C9 -0.378 -2.811 -3.099
C10 -3.123 2.687 -2.190
C11 -2.366 -1.259 3.216
C12 6.813 -1.469 2.884
C13 -2.890 3.622 0.383
C14 -1.283 -6.601 4.949
C15 4.743 -2.501 3.449
C16 -0.999 -2.923 3.038
C17 -2.702 1.311 1.326
C18 -0.465 -7.723 4.825
C19 -0.095 0.255 -1.275
C20 -0.267 -4.199 -3.113
C21 0.609 -5.154 4.800
C22 5.396 -1.382 3.066
C23 0.509 1.639 -1.253
C24 0.923 -7.570 4.676
C25 -1.787 -2.968 -1.059
C26 -2.936 5.961 -0.393
C27 -1.649 6.387 0.185
C28 2.581 -0.532 2.180
C29 4.851 0.041 3.160
C30 6.754 -3.901 3.174
C31 -1.795 -4.339 -1.173
C32 5.368 -3.819 3.378
C33 -2.302 4.154 -4.366
C34 -2.488 2.777 -4.558
C35 -3.062 2.250 0.230
C36 -2.016 5.679 -7.883
C37 -0.633 -0.859 -1.598
C38 2.813 -6.123 4.240
C39 -3.039 2.098 -3.438
C40 -0.953 -4.934 -2.116
C41 4.631 -4.986 3.772
C42 0.190 5.628 -6.900
C43 -0.776 -5.293 4.858
C44 -0.377 4.685 -5.844
C45 -2.782 4.034 -1.984
H1 8.517 -2.727 2.668
H2 -2.828 -0.288 2.935
H3 5.482 0.548 2.423
H4 -2.910 3.988 -6.872
H5 -1.768 6.680 1.267
H6 1.593 -8.429 4.564
H7 0.213 4.863 -4.934
H8 3.708 -2.551 3.876
H9 -3.648 5.490 -6.415
H10 0.126 -2.183 -3.816
H11 7.469 -0.601 2.857
H12 5.025 0.503 4.154
H13 -1.237 -3.557 6.114
H14 -2.638 4.082 1.318
H15 -1.624 4.923 -8.609
H16 -3.261 6.536 -1.238
H17 -2.406 5.908 -3.090
H18 1.140 -4.215 5.019
H19 -3.736 6.092 0.310
H20 -1.699 5.991 -5.177
H21 -2.369 -4.956 -0.527
H22 2.862 -1.360 1.491
H23 -0.544 7.100 -8.205
H24 0.683 1.828 3.205
H25 -0.951 -8.698 4.788
H26 -3.349 1.034 -3.575
H27 -0.783 5.709 0.007
H28 7.257 -4.902 3.178
H29 -2.454 -2.435 -0.328
H30 -0.311 3.604 -6.057
H31 0.442 -4.701 -3.736
H32 0.552 5.033 -7.682
H33 -2.375 -6.748 5.171
H34 -0.181 -3.607 2.809
H35 1.013 6.195 -6.493
H36 -0.748 -5.979 -1.940
H37 -1.301 7.285 -0.365
H38 -2.730 6.280 -8.415
H39 -2.674 -4.427 5.442


Entry 2:
2 unconnected molecules or ions with the total composition C45H39N4O in a non-equilibrium geometry, computed with ωB97M-V/def2-TZVPD.

Properties
* HOMO: -7.802 eV
* energy relative to the best compared isomer or geometry (same formula, charge and spin): 92.1 kJ/mol
* charge: +1
* LUMO level: -4.83 eV
* orbital gap: 3.0 eV

Cartesian coordinates (Å):
O1 0.087 1.276 2.098
N1 2.782 0.864 -0.256
N2 -1.400 3.075 7.500
N3 0.894 1.944 -0.458
N4 2.620 1.114 -1.602
C1 -1.826 3.649 6.354
C2 1.223 2.646 -5.318
C3 1.936 8.255 3.577
C4 5.636 -1.423 -0.087
C5 2.381 0.560 3.987
C6 -0.821 4.543 5.879
C7 0.367 3.744 -2.880
C8 4.491 -0.783 -0.553
C9 4.690 0.857 1.255
C10 -2.802 1.906 -0.511
C11 1.416 8.235 4.878
C12 -3.070 3.139 0.089
C13 6.307 -0.921 1.036
C14 2.118 0.101 2.677
C15 1.339 0.922 1.748
C16 -0.769 0.415 2.878
C17 1.567 2.021 -4.124
C18 0.704 3.103 8.871
C19 5.841 0.220 1.702
C20 1.423 7.369 2.618
C21 1.101 2.534 -2.897
C22 -0.129 3.538 7.852
C23 0.277 4.458 6.857
C24 -0.706 3.529 0.384
C25 3.998 0.307 0.169
C26 1.987 3.664 8.934
C27 2.516 -1.195 2.308
C28 -0.457 2.331 -0.264
C29 0.454 6.444 2.963
C30 3.023 9.218 3.216
C31 2.407 4.600 7.975
C32 -0.855 5.235 4.672
C33 3.331 -1.943 3.154
C34 1.573 4.965 6.909
C35 -1.475 1.500 -0.703
C36 3.168 -0.210 4.840
C37 0.443 3.814 -5.297
C38 -2.026 3.960 0.530
C39 1.717 1.301 0.464
C40 0.022 4.366 -4.079
C41 0.013 6.317 4.307
C42 3.663 -1.450 4.419
C43 -3.131 3.329 5.761
C44 1.520 1.831 -1.693
C45 0.460 7.295 5.240
H1 3.394 0.162 5.843
H2 -4.104 3.462 0.225
H3 3.935 9.032 3.799
H4 -0.571 5.283 -4.063
H5 4.291 -2.042 5.088
H6 1.922 5.634 6.125
H7 3.711 -2.911 2.821
H8 3.403 5.037 8.048
H9 -0.352 0.252 3.880
H10 5.999 -2.310 -0.610
H11 0.140 4.125 0.731
H12 4.284 1.743 1.744
H13 2.196 1.131 -4.101
H14 0.174 4.303 -6.234
H15 -3.942 3.511 6.481
H16 1.784 8.955 5.614
H17 -2.222 4.931 0.987
H18 -1.933 2.390 8.030
H19 7.219 -1.409 1.387
H20 0.047 7.294 6.251
H21 -1.716 0.955 2.935
H22 0.043 5.759 2.220
H23 2.724 10.254 3.414
H24 -3.614 1.253 -0.836
H25 -0.913 -0.543 2.359
H26 3.279 9.133 2.156
H27 1.805 7.409 1.595
H28 2.671 3.362 9.725
H29 -1.581 4.897 3.929
H30 0.081 4.195 -1.930
H31 -3.183 2.275 5.449
H32 -3.288 3.963 4.886
H33 1.987 1.534 4.291
H34 1.564 2.221 -6.263
H35 6.373 0.611 2.573
H36 -1.232 0.549 -1.183
H37 0.345 2.351 9.575
H38 2.185 -1.580 1.340
H39 3.932 -1.135 -1.421


Entry 3:
A molecular structure, C45H40AsIN5PS5SiV, computed with ωB97M-V/def2-TZVPD.

Properties
* HOMO (alpha / beta): -0.430 / -0.646 eV
* energy relative to the best compared isomer or geometry (same formula, charge and spin): 0.0 kJ/mol
* charge: -2
* LUMO level (alpha / beta): 3.50 / 3.50 eV
* multiplicity: 4
* orbital gap (alpha / beta): 3.9 / 4.1 eV
* ⟨S²⟩: 3.764

Cartesian coordinates (Å):
I1 1.151 -1.010 3.619
As1 -1.573 -4.102 -1.239
V1 -0.985 -0.602 -1.024
S1 -1.794 -2.432 -2.592
S2 -3.321 -4.737 -0.318
S3 -0.042 -5.430 -1.703
S4 3.293 -0.772 -3.464
S5 -0.637 -2.590 0.626
P1 -0.714 1.552 2.148
Si1 3.803 -4.012 0.177
N1 0.810 -1.587 -4.024
N2 -1.298 1.073 -2.187
N3 -2.649 1.239 -2.543
N4 -3.021 -0.167 -0.682
N5 1.233 -0.767 -1.861
C1 1.603 -1.081 -3.071
C2 -0.878 2.680 -3.991
C3 2.149 -3.303 0.370
C4 3.729 1.750 5.629
C5 3.154 0.694 4.899
C6 -5.766 0.186 -1.083
C7 3.802 -5.754 0.871
C8 -0.275 4.373 5.078
C9 0.988 -2.969 0.487
C10 1.297 3.749 -4.145
C11 0.169 4.046 1.174
C12 0.824 2.182 -2.369
C13 5.050 -2.961 1.107
C14 -5.287 -0.596 0.006
C15 2.272 0.205 0.156
C16 2.320 -0.262 -1.151
C17 4.671 0.374 -1.288
C18 -0.836 5.202 -0.680
C19 -2.733 -0.016 3.217
C20 -0.758 3.463 4.124
C21 4.604 0.835 0.017
C22 4.226 -4.073 -1.646
C23 -4.738 1.885 3.115
C24 -3.936 -0.748 0.120
C25 -2.445 1.246 2.702
C26 -1.831 4.239 -0.734
C27 0.964 4.182 5.604
C28 -1.828 3.177 0.161
C29 2.996 2.871 5.854
C30 0.000 3.552 -4.612
C31 1.707 3.021 5.286
C32 3.408 0.748 0.729
C33 -4.893 0.759 -1.942
C34 0.166 5.102 0.276
C35 1.689 3.046 -3.005
C36 -3.469 2.189 2.646
C37 -0.837 3.077 1.136
C38 -0.485 1.940 -2.850
C39 -3.997 -0.316 3.704
C40 -5.004 0.636 3.655
C41 1.158 2.023 4.419
C42 1.907 0.801 4.343
C43 3.527 -0.169 -1.853
C44 -0.070 2.339 3.736
C45 -3.467 0.612 -1.747
H1 4.403 -3.069 -2.038
H2 5.112 -4.685 -1.841
H3 -3.528 -1.399 0.886
H4 3.045 -6.348 0.355
H5 4.722 1.635 6.046
H6 -1.972 -0.784 3.215
H7 3.691 -0.241 4.809
H8 -2.588 4.262 -1.507
H9 -2.590 2.413 0.071
H10 -5.215 1.345 -2.793
H11 -4.200 -1.309 4.084
H12 1.405 4.904 6.282
H13 -6.000 0.394 4.004
H14 0.966 5.833 0.307
H15 5.106 -1.962 0.669
H16 0.969 3.974 1.902
H17 1.121 1.719 -1.438
H18 -1.689 3.698 3.625
H19 2.678 3.199 -2.584
H20 1.339 0.144 0.701
H21 -0.339 4.095 -5.491
H22 -0.816 6.003 -1.408
H23 -3.286 3.163 2.209
H24 3.378 -4.501 -2.186
H25 1.973 4.436 -4.640
H26 -0.046 -2.047 -3.685
H27 6.047 -3.411 1.084
H28 4.747 -2.848 2.151
H29 -1.882 2.544 -4.365
H30 3.551 -5.746 1.934
H31 -0.863 5.246 5.334
H32 3.378 3.675 6.472
H33 1.249 -1.972 -4.840
H34 -5.527 2.623 3.036
H35 5.591 0.442 -1.856
H36 3.364 1.114 1.749
H37 5.483 1.263 0.483
H38 -5.954 -1.114 0.680
H39 -6.834 0.309 -1.236
H40 4.775 -6.238 0.747


Entry 4:
A molecular structure, C45H40BN10OPS2W, computed with ωB97M-V/def2-TZVPD.

Properties
* HOMO: -12.460 eV
* energy relative to the best compared isomer or geometry (same formula, charge and spin): 0.0 kJ/mol
* charge: +2
* LUMO level: -5.56 eV
* orbital gap: 6.9 eV

Cartesian coordinates (Å):
W1 0.164 0.852 -0.302
S1 0.047 2.936 1.249
S2 -0.462 2.847 -1.747
P1 0.044 0.059 -2.849
O1 -1.511 -1.590 0.657
N1 2.173 -0.348 -0.324
N2 2.446 -0.701 2.050
N3 2.053 2.994 3.170
N4 0.203 0.130 1.699
N5 0.760 5.219 -2.156
N6 2.702 2.652 1.127
N7 2.022 3.851 -1.035
N8 -2.048 1.026 0.022
N9 -0.580 -1.404 -0.347
N10 -2.037 0.731 2.427
C1 -2.856 1.228 -1.045
C2 -2.264 0.888 -4.212
C3 -1.615 -0.179 -3.581
C4 -3.548 0.734 -4.706
C5 1.210 3.215 4.340
C6 2.195 2.443 -6.192
C7 -4.852 1.201 0.236
C8 -0.390 5.760 -2.871
C9 1.774 -0.472 4.983
C10 3.831 2.629 1.923
C11 0.829 3.990 -1.625
C12 -2.666 0.924 1.224
C13 -0.212 -2.472 -0.933
C14 0.802 -1.611 -3.077
C15 1.923 1.919 -3.863
C16 2.237 -3.134 -4.303
C17 4.056 -1.532 0.606
C18 0.883 1.039 -4.155
C19 1.634 2.870 1.907
C20 3.433 2.849 3.195
C21 -4.063 1.018 1.339
C22 2.085 -4.108 -3.332
C23 -0.948 0.317 5.205
C24 1.938 5.887 -1.886
C25 -2.279 -1.397 -3.467
C26 -3.568 -1.548 -3.963
C27 -4.220 1.316 -0.999
C28 2.842 -0.427 -1.502
C29 1.159 1.573 -6.500
C30 2.837 -0.839 0.747
C31 -4.205 -0.484 -4.580
C32 1.300 -0.271 2.431
C33 -0.826 0.375 2.607
C34 4.654 -1.672 -0.616
C35 2.578 2.610 -4.870
C36 0.995 -0.204 3.872
C37 -0.174 0.067 6.332
C38 1.598 -1.906 -4.180
C39 4.034 -1.062 -1.706
C40 -0.323 0.180 3.979
C41 2.721 5.035 -1.192
C42 1.165 -0.317 6.224
C43 0.653 -2.605 -2.101
C44 1.272 -3.846 -2.243
C45 0.510 0.876 -5.492
B1 2.556 2.570 -0.384
H1 1.443 4.182 4.782
H2 2.702 2.985 -6.979
H3 4.811 2.451 1.518
H4 2.576 -5.066 -3.427
H5 5.590 -2.204 -0.721
H6 1.117 -4.609 -1.489
H7 -5.204 -0.606 -4.975
H8 4.492 -1.917 1.515
H9 0.856 1.429 -7.529
H10 -1.988 0.607 5.275
H11 -0.597 -3.415 -0.542
H12 2.408 0.095 -2.332
H13 -4.765 1.474 -1.918
H14 1.750 -1.170 -4.954
H15 2.107 6.898 -2.211
H16 -1.793 -2.253 -3.019
H17 2.804 -0.789 4.885
H18 3.388 3.283 -4.618
H19 1.664 1.744 -0.797
H20 -0.286 0.196 -5.759
H21 -5.928 1.261 0.326
H22 -1.843 -2.501 0.603
H23 -4.033 1.565 -5.202
H24 -0.616 0.164 7.315
H25 -4.469 0.935 2.336
H26 1.732 -0.511 7.125
H27 2.239 2.074 -2.842
H28 3.556 2.165 -0.897
H29 -4.067 -2.504 -3.881
H30 -0.684 5.074 -3.662
H31 2.851 -3.325 -5.173
H32 3.991 2.908 4.112
H33 3.713 5.167 -0.797
H34 -1.764 1.844 -4.316
H35 4.465 -1.065 -2.697
H36 1.384 2.420 5.063
H37 -2.373 1.333 -1.993
H38 -0.105 6.712 -3.310
H39 -1.221 5.907 -2.183
H40 0.170 3.199 4.024


Entry 5:
3 unconnected molecules or ions with the total composition C45H40ClFN3O6 in a non-equilibrium geometry, computed with ωB97M-V/def2-TZVPD.

Properties
* HOMO: -10.989 eV
* charge: +1
* LUMO level: -3.83 eV
* orbital gap: 7.2 eV

Cartesian coordinates (Å):
Cl1 2.898 -3.751 3.007
F1 -0.054 -3.800 1.469
O1 -5.419 5.083 3.251
O2 4.013 -9.395 -3.330
O3 -1.094 -10.329 -2.082
O4 1.518 -0.208 -1.417
O5 -5.836 9.716 0.630
O6 0.011 4.590 2.558
N1 4.592 -1.151 3.812
N2 1.889 -0.372 0.995
N3 2.616 -2.208 2.280
C1 2.493 -10.839 -5.178
C2 -2.032 8.504 1.901
C3 2.975 0.198 1.880
C4 1.316 2.146 -2.885
C5 1.158 -7.910 0.496
C6 2.832 -9.584 -3.058
C7 3.729 3.654 -3.585
C8 2.502 -7.700 0.190
C9 -1.931 7.320 2.630
C10 1.023 0.234 -0.088
C11 -0.153 -11.400 -4.487
C12 3.051 -8.257 -0.965
C13 -5.510 6.132 2.626
C14 0.363 -8.691 -0.346
C15 1.159 -3.660 -0.812
C16 1.971 -10.363 -3.970
C17 0.069 -10.091 -2.382
C18 0.473 -2.833 0.465
C19 2.487 4.090 2.938
C20 -5.735 8.638 1.205
C21 -3.070 6.553 2.878
C22 -6.812 6.571 2.084
C23 3.514 1.747 1.880
C24 1.335 5.230 2.525
C25 1.580 -1.866 1.192
C26 -4.421 8.168 1.687
C27 2.252 -9.028 -1.820
C28 2.071 3.439 -3.627
C29 -4.316 6.972 2.395
C30 -9.178 6.170 1.748
C31 0.372 -11.879 -5.688
C32 2.340 2.889 1.831
C33 1.691 -11.591 -6.038
C34 0.913 -9.256 -1.504
C35 3.808 1.215 -1.966
C36 -0.597 4.489 1.222
C37 3.493 -1.078 2.775
C38 -9.294 7.399 1.099
C39 4.552 2.508 -2.708
C40 -3.276 8.933 1.434
C41 -6.925 7.790 1.417
C42 0.645 -10.630 -3.631
C43 -8.170 8.210 0.932
C44 2.159 0.974 -2.049
C45 -7.940 5.757 2.245
H1 0.117 3.892 0.475
H2 1.462 4.253 -4.249
H3 4.251 4.558 -4.146
H4 2.298 -3.324 -0.914
H5 4.089 1.897 2.916
H6 1.004 1.404 -0.115
H7 -0.790 5.529 0.693
H8 -7.859 4.797 2.754
H9 2.096 -11.954 -6.980
H10 -10.259 7.725 0.718
H11 -10.052 5.534 1.869
H12 4.514 0.465 -1.393
H13 3.548 4.578 3.008
H14 0.727 -7.468 1.392
H15 3.123 -7.098 0.850
H16 -1.185 -11.624 -4.223
H17 1.053 -4.806 -0.553
H18 -2.983 5.627 3.444
H19 2.408 3.414 0.761
H20 5.143 -2.041 3.624
H21 1.269 2.399 1.877
H22 4.321 1.979 1.042
H23 -8.268 9.166 0.420
H24 -3.348 9.861 0.869
H25 5.725 2.594 -2.590
H26 -0.105 -0.104 0.109
H27 -0.963 6.991 3.002
H28 0.151 2.116 -2.991
H29 3.523 -10.622 -5.456
H30 1.549 5.508 1.390
H31 4.100 -8.084 -1.200
H32 -0.454 -2.267 0.025
H33 -0.685 -8.853 -0.099
H34 0.549 -3.432 -1.802
H35 -1.587 3.824 1.277
H36 -0.251 -12.473 -6.354
H37 5.272 -0.381 3.568
H38 1.411 6.193 3.227
H39 2.127 3.678 3.996
H40 -1.143 9.096 1.696


no.,energy (eV)
1,-123783.20734
2,-55298.28182
3,-220739.96573
4,-97715.29310
5,-79285.11462